Record 1
123
Properties=species:S:1:pos:R:3:forces:R:3 method="wB97M-V/def2-TZVPD" total_charge=+2 e_above_lowest_ev=3.6710 homo_ev=-12.1 multiplicity=1 lumo_ev=-5.81
Zr -0.375 0.771 1.252 0.213 -0.068 0.175
O -1.490 2.305 5.070 0.001 0.025 0.010
C -1.483 1.822 3.969 -0.016 -0.016 -0.043
N -0.371 1.475 3.226 0.078 -0.309 -0.070
C 0.839 1.280 3.974 0.027 -0.018 0.025
C 1.578 2.369 4.427 0.021 -0.008 -0.060
C 2.759 2.176 5.121 -0.004 -0.020 0.011
C 3.196 0.882 5.387 0.008 0.039 0.007
C 2.445 -0.205 4.979 -0.001 -0.046 -0.009
C 1.262 -0.030 4.259 0.034 0.093 0.003
N 0.451 -1.138 3.990 -0.109 -0.071 -0.026
C 0.017 -1.503 2.864 -0.054 0.019 0.037
O 0.421 -0.977 1.659 -0.203 0.370 -0.017
C -1.091 -2.484 2.733 -0.011 -0.016 0.025
C -1.435 -3.233 3.788 0.005 -0.008 -0.009
C -2.637 -4.057 3.785 0.011 -0.008 -0.011
C -3.393 -4.121 2.694 -0.001 0.015 -0.010
C -2.970 -3.423 1.448 -0.005 -0.017 0.008
N -1.905 -2.355 1.570 -0.014 0.030 -0.026
C -2.751 1.442 3.259 0.050 0.021 -0.036
C -3.976 1.627 3.861 -0.004 0.007 0.008
C -5.101 1.095 3.247 -0.002 0.001 -0.005
C -4.940 0.375 2.075 -0.006 0.007 0.008
C -3.677 0.247 1.529 -0.008 0.029 -0.024
N -2.589 0.800 2.086 -0.032 0.009 -0.054
H 1.204 3.367 4.234 0.001 0.001 0.006
H 3.321 3.027 5.482 0.000 -0.002 -0.002
H 4.108 0.722 5.946 -0.003 -0.003 0.000
H 2.749 -1.213 5.230 0.002 0.004 0.002
H -0.834 -3.154 4.682 0.000 -0.011 -0.002
H -2.906 -4.591 4.686 0.002 0.003 0.000
H -4.295 -4.718 2.654 -0.009 0.014 0.010
H -3.825 -2.995 0.917 -0.011 -0.019 -0.009
H -4.012 2.149 4.807 0.006 0.000 -0.001
H -6.079 1.215 3.693 0.000 0.000 0.000
H -5.780 -0.092 1.580 0.005 -0.003 -0.004
H -3.534 -0.333 0.633 0.005 0.010 0.020
C 5.032 -1.084 2.347 -0.009 0.000 -0.007
C 3.655 -0.782 1.819 0.062 0.003 -0.047
O 3.534 0.672 1.739 -0.151 0.113 0.023
P 2.240 1.452 1.280 -0.012 -0.056 -0.247
O 2.773 2.936 1.209 -0.088 -0.022 0.077
C 3.978 3.461 1.863 -0.001 0.011 -0.036
C 5.113 3.540 0.875 -0.021 0.000 0.010
O 1.917 1.051 -0.263 0.108 0.107 0.046
C 2.786 1.383 -1.399 0.071 -0.012 0.005
C 3.973 0.457 -1.495 -0.044 -0.013 0.011
H 5.139 -2.160 2.491 0.004 0.000 -0.016
H 5.186 -0.591 3.307 -0.005 -0.015 0.005
H 5.804 -0.752 1.653 -0.003 0.011 0.005
H 2.880 -1.160 2.479 -0.047 0.010 0.028
H 3.498 -1.182 0.817 -0.017 -0.017 0.015
H 4.215 2.825 2.713 -0.002 -0.002 0.001
H 3.682 4.443 2.225 0.005 -0.001 0.003
H 5.403 2.546 0.535 0.008 -0.007 -0.007
H 5.978 3.998 1.356 -0.002 -0.001 -0.001
H 4.842 4.152 0.015 0.005 -0.001 -0.002
H 3.095 2.422 -1.269 -0.011 0.009 -0.028
H 2.157 1.309 -2.285 -0.022 -0.043 0.000
H 4.672 0.617 -0.674 -0.003 -0.012 0.003
H 4.493 0.647 -2.434 0.013 0.003 -0.007
H 3.643 -0.582 -1.492 0.002 -0.004 -0.043
C -0.666 -0.222 -2.762 0.065 0.052 0.016
P -1.599 -0.313 -1.191 0.118 -0.039 0.327
C -1.905 -2.088 -0.938 0.002 0.025 -0.089
C -2.494 -2.784 -1.925 -0.023 0.015 -0.008
C -2.825 -4.204 -1.857 0.020 0.002 -0.019
C -2.642 -4.877 -0.723 0.015 0.005 0.008
C -2.052 -4.192 0.456 0.013 0.005 0.008
C -1.346 -2.833 0.263 0.041 -0.010 0.032
C -3.160 0.558 -1.589 -0.011 -0.018 -0.072
C -4.290 -0.033 -2.153 0.004 0.003 0.101
C -5.412 0.730 -2.442 -0.014 0.012 0.011
C -5.424 2.092 -2.178 -0.014 0.013 0.003
C -4.308 2.692 -1.615 -0.006 -0.009 -0.003
C -3.190 1.927 -1.321 0.091 0.008 -0.029
P 0.890 -1.245 -2.713 -0.001 0.030 0.043
C 0.357 -2.874 -3.345 0.011 0.043 -0.023
C 0.692 -4.000 -2.601 0.036 0.028 0.007
C 0.375 -5.271 -3.065 -0.005 -0.016 -0.005
C -0.281 -5.418 -4.277 -0.011 -0.004 0.013
C -0.617 -4.297 -5.029 -0.014 0.000 -0.015
C -0.291 -3.031 -4.569 -0.011 0.011 0.008
C 1.769 -0.599 -4.187 0.012 0.002 0.022
C 2.967 -1.245 -4.503 -0.007 0.007 0.022
C 3.737 -0.827 -5.575 -0.002 0.002 -0.003
C 3.328 0.256 -6.344 0.007 -0.007 -0.001
C 2.142 0.905 -6.041 -0.011 0.002 -0.003
C 1.363 0.478 -4.971 0.008 -0.016 -0.010
H -0.387 0.830 -2.871 0.036 -0.020 -0.039
H -1.318 -0.470 -3.603 -0.042 -0.023 0.010
H -2.746 -2.286 -2.853 -0.036 0.030 -0.028
H -3.247 -4.674 -2.735 0.002 0.002 -0.004
H -2.926 -5.918 -0.637 -0.001 0.003 -0.007
H -1.411 -4.859 1.033 -0.005 -0.006 -0.003
H -0.255 -2.840 0.229 0.011 -0.001 0.005
H -4.326 -1.093 -2.346 0.016 -0.071 -0.017
H -6.283 0.256 -2.875 0.003 -0.002 -0.002
H -6.303 2.681 -2.405 0.004 0.001 -0.001
H -4.310 3.753 -1.399 0.000 0.003 0.000
H -2.329 2.408 -0.870 -0.058 -0.020 -0.035
H 1.225 -3.883 -1.663 -0.023 -0.008 0.009
H 0.650 -6.144 -2.488 0.001 0.004 0.000
H -0.522 -6.407 -4.646 0.003 0.004 -0.001
H -1.110 -4.414 -5.985 -0.001 -0.003 0.006
H -0.516 -2.163 -5.181 -0.009 -0.014 0.001
H 3.292 -2.095 -3.911 0.007 0.005 0.002
H 4.656 -1.346 -5.813 -0.003 0.001 0.001
H 3.928 0.585 -7.181 0.001 0.001 0.003
H 1.810 1.737 -6.647 0.001 -0.002 0.000
H 0.428 0.989 -4.780 -0.005 0.007 0.005
N -1.826 7.065 2.559 0.007 -0.039 0.000
C -1.385 6.305 1.821 -0.003 0.052 -0.018
C -0.842 5.354 0.892 0.013 -0.001 -0.016
C -0.314 5.745 -0.334 -0.015 0.014 0.032
C 0.178 4.766 -1.181 0.006 -0.017 -0.026
C 0.133 3.447 -0.778 -0.057 -0.016 -0.037
N -0.363 3.062 0.410 -0.024 -0.139 0.065
C -0.844 4.008 1.226 0.034 -0.013 0.001
H -0.297 6.791 -0.612 0.001 0.000 0.001
H 0.590 5.020 -2.147 -0.001 -0.004 0.000
H 0.499 2.659 -1.422 0.008 0.017 0.010
H -1.234 3.694 2.184 0.003 -0.007 0.013

Record 2
20
Properties=species:S:1:pos:R:3:forces:R:3 method="wB97M-V/def2-TZVPD" total_charge=+1 e_above_lowest_ev=4.2467 homo_ev=-12.5 multiplicity=1 lumo_ev=-3.85
C 0.222 0.501 0.309 2.033 -2.009 0.122
C -1.190 -1.564 0.197 -1.548 0.504 -0.145
C -2.141 0.721 -0.322 -1.606 0.693 -1.163
C 2.250 -0.782 -0.208 0.242 0.614 4.970
C -1.143 -0.053 0.460 1.043 0.462 1.539
N 0.428 1.723 0.033 -2.704 2.382 -1.069
N 3.249 0.023 0.076 3.108 1.712 -1.997
H -2.202 -1.982 0.560 1.909 0.379 -0.185
H -1.245 -1.656 -0.899 0.365 -0.378 0.280
H -0.278 -2.003 0.613 -0.621 -0.453 -0.050
H -1.934 0.967 -1.381 0.758 -0.459 0.353
H -3.069 0.179 -0.434 -0.396 -0.198 0.380
H -2.401 1.680 0.094 -0.158 0.354 0.523
H 2.008 -1.598 0.492 0.099 0.471 -0.680
H 1.723 -0.593 -1.045 -1.066 -0.236 -3.142
H -1.202 0.159 1.608 -0.427 -0.450 -1.563
H -0.397 2.343 -0.242 1.130 -0.806 0.639
H 1.277 2.257 -0.055 0.747 -0.640 0.185
H 3.722 0.548 -0.732 -1.477 -0.861 1.448
H 3.905 0.117 0.879 -1.430 -1.081 -0.444

Record 3
60
Properties=species:S:1:pos:R:3:forces:R:3 method="wB97M-V/def2-TZVPD" total_charge=+1 homo_ev=-11.7 multiplicity=1 lumo_ev=-5.14
C 0.453 -4.635 2.983 -3.021 9.220 -4.804
C -0.066 -3.418 2.447 4.380 -7.526 2.947
N -0.313 -2.048 1.770 -0.564 -2.873 -1.967
N -0.161 -0.972 2.588 -0.810 3.818 -3.440
C -0.338 0.380 1.989 -0.460 -1.075 -1.747
C -0.174 1.769 2.913 0.863 -0.024 0.440
C 1.290 2.414 2.905 -2.158 1.862 1.821
C 1.566 3.795 3.723 -5.490 -2.424 -0.193
C 0.198 4.305 4.445 1.003 -3.054 -2.122
C -1.138 3.427 4.317 0.719 0.188 -0.165
N -1.438 2.163 3.589 6.901 3.738 0.098
C -0.740 0.680 0.392 0.500 -3.459 1.378
C -0.966 2.199 -0.201 -4.075 0.580 0.134
C -2.407 2.671 -0.252 3.805 -2.288 0.851
C -0.917 -0.715 -0.516 0.508 0.610 3.579
C -1.293 -0.645 -2.126 0.629 0.589 0.736
C 0.174 -0.637 -2.929 1.008 -0.150 1.578
C 0.721 0.900 -3.116 -2.810 5.148 -3.351
O -0.019 1.798 -3.813 4.975 -6.039 4.891
O 1.993 1.408 -2.516 -2.670 -3.656 -0.978
C -0.681 -2.150 0.311 -0.267 2.833 -0.592
C -0.867 -3.589 -0.520 -4.177 0.043 0.171
I 0.951 -4.782 -1.020 -1.745 1.325 0.600
C -2.243 -4.088 -0.921 3.960 0.561 0.455
C -2.485 -5.504 -1.755 0.391 0.345 0.627
I -4.082 -2.948 -0.381 1.882 -0.996 -0.448
H 1.087 -5.623 3.172 -1.970 2.595 -0.325
H 2.167 1.901 2.313 -2.128 1.027 1.297
H 2.583 4.373 3.772 -2.218 -1.386 -0.152
H 0.195 5.311 5.059 -0.202 -2.380 -1.375
H -2.082 3.859 4.912 2.348 -1.058 -1.529
H -0.070 2.908 -0.527 -1.955 -2.232 0.185
H -3.099 2.218 0.608 1.267 0.669 -2.579
H -2.844 3.364 -1.087 1.279 -0.838 2.203
H -1.950 -1.552 -2.488 1.423 1.878 1.015
H -1.866 0.392 -2.269 1.314 -2.412 0.177
H 0.932 -1.179 -2.188 -1.483 0.995 -1.686
H 0.161 -1.279 -3.909 -0.094 1.758 1.712
H 2.522 0.598 -2.192 -1.211 1.702 -0.688
H -2.135 -5.441 -2.872 -0.504 0.180 2.226
H -3.622 -5.800 -1.768 2.365 0.696 0.297
H -1.822 -6.313 -1.199 -1.550 1.598 -1.226
C 4.661 -5.787 -4.344 0.189 0.100 -0.149
C 4.494 -7.051 -3.526 -0.178 0.231 -0.255
O 4.079 -6.724 -2.208 -0.360 0.133 0.507
H 5.400 -5.124 -3.881 -0.032 -0.167 -0.072
H 4.986 -6.021 -5.362 -0.066 0.095 0.069
H 3.720 -5.230 -4.393 -0.012 -0.096 -0.102
H 5.442 -7.593 -3.460 -0.200 0.072 0.202
H 3.748 -7.713 -3.975 0.136 -0.069 -0.149
H 3.232 -6.250 -2.276 0.531 -0.312 -0.109
C -1.639 8.154 1.568 0.149 0.110 -0.163
C -1.806 6.890 2.386 -0.211 0.345 -0.093
O -2.221 7.217 3.704 -0.260 -0.040 0.301
H -0.900 8.817 2.031 -0.050 -0.165 -0.071
H -1.314 7.920 0.550 -0.056 0.093 0.046
H -2.580 8.711 1.519 0.042 -0.110 -0.093
H -0.858 6.348 2.451 -0.153 0.030 0.172
H -2.552 6.228 1.937 0.104 -0.105 -0.179
H -3.068 7.691 3.636 0.471 -0.232 0.091

Record 4
15
Properties=species:S:1:pos:R:3:forces:R:3 method="wB97M-V/def2-TZVPD" smiles=O[C@H]1C[C@]2(CO2)C1 e_above_lowest_ev=5.6211 homo_ev=-8.0 multiplicity=1 lumo_ev=0.87
O -2.188 0.801 0.704 0.159 0.191 -0.174
C -1.212 -0.204 0.582 0.153 -0.370 -0.053
C 0.250 0.199 0.916 0.253 -0.120 -0.043
C 0.624 -0.107 -0.558 -0.734 0.806 -0.543
C 2.200 0.012 -1.415 -1.071 -0.987 0.401
O 1.195 0.972 -1.211 -0.121 0.859 0.579
C -0.784 -0.601 -0.866 -0.202 0.106 -0.337
H -1.884 1.584 0.226 -0.080 -0.076 0.066
H -1.597 -1.035 1.182 0.179 0.077 -0.178
H 0.370 1.272 1.125 0.022 -0.263 -0.064
H 0.710 -0.371 1.728 0.038 0.010 -0.216
H 2.082 -0.722 -0.548 2.035 0.362 -0.291
H 2.366 -0.203 -2.500 -0.703 -0.727 0.931
H -1.243 0.035 -1.622 -0.199 -0.076 -0.120
H -0.957 -1.652 -1.122 0.271 0.209 0.041

Record 5
16
Properties=species:S:1:pos:R:3:forces:R:3 method="wB97M-V/def2-TZVPD" e_above_lowest_ev=3.7149 homo_ev=-8.0 multiplicity=1 lumo_ev=0.82
C 1.125 -0.317 -2.311 0.042 0.025 -0.182
N 0.616 -0.561 -0.969 -0.340 0.213 0.101
C -0.669 -0.316 -0.737 0.059 -0.366 -0.082
O -1.328 -0.575 0.348 0.064 0.166 -0.267
C -0.603 -0.537 1.598 0.171 -0.056 0.123
C -0.101 0.923 1.742 -0.232 -0.119 0.411
O 0.414 1.329 0.560 0.081 0.072 -0.059
H 1.375 0.742 -2.448 -0.032 -0.157 0.022
H 2.022 -0.919 -2.468 -0.135 0.091 0.020
H 0.382 -0.612 -3.059 0.112 0.045 0.115
H -1.336 -0.145 -1.583 0.096 0.015 0.085
H -1.321 -0.867 2.351 0.116 0.087 -0.091
H 0.230 -1.248 1.532 -0.088 0.107 0.009
H -0.960 1.540 2.087 0.142 -0.054 -0.083
H 0.619 0.899 2.588 -0.080 0.021 -0.148
H 1.109 -0.011 -0.211 0.024 -0.088 0.027

Record 6
19
Properties=species:S:1:pos:R:3:forces:R:3 method="wB97M-V/def2-TZVPD" total_charge=+1 e_above_lowest_ev=0.0000 homo_ev=-12.6 multiplicity=1 lumo_ev=-3.12
N -0.393 -0.577 0.254 -0.699 -0.138 1.088
C 0.328 0.591 0.842 -0.487 1.045 -0.368
C -0.427 1.426 1.850 -0.641 -0.976 0.062
S -1.790 2.470 1.264 -0.241 0.177 0.038
S -2.360 1.742 -0.571 0.180 0.035 0.185
H 0.272 -1.339 0.251 0.592 -0.382 -0.615
H 0.205 -1.880 -2.336 0.247 -0.110 0.095
H -1.155 -0.912 0.849 -0.154 0.410 -0.029
H 0.684 1.187 0.012 -0.024 0.154 -0.231
H 1.179 0.227 1.348 0.981 -0.690 0.434
H -0.746 0.784 2.678 -0.354 -0.089 -0.203
H 0.267 2.080 2.335 0.610 0.642 0.011
H -1.433 2.406 -1.275 -0.065 0.043 -0.254
H 2.671 -1.179 -0.724 0.094 -0.258 0.044
H 2.444 -2.633 -0.185 0.163 0.292 -0.068
O 2.064 -1.745 -0.231 -0.165 -0.210 -0.012
H -0.759 -1.170 -3.249 -0.086 0.251 0.042
H -0.766 -0.422 -0.695 0.215 -0.060 0.049
O -0.285 -1.057 -2.416 -0.166 -0.136 -0.268